{
  "formula": "C11H21BFI2N3O7P",
  "method": "the ωB97M-V functional and the def2-TZVPD basis",
  "lumo_energy_ev": -4.52,
  "charge": 1,
  "smiles": "C[C@H](I)[C@H](I)[C@@H]1O[C@]([PH2]=O)(B(O)O)N(CCOC=O)C(NO)=[N+]1[C@H](C)F",
  "gap_ev": 8.13,
  "fmax_ev_per_a": 4.555,
  "homo_ev": -12.6,
  "e_tot_ev": -59425.8019,
  "elements": ["C", "C", "I", "C", "I", "C", "O", "C", "P", "O", "B", "O", "O", "N", "C", "C", "O", "C", "O", "C", "N", "O", "N", "C", "C", "F", "H", "H", "H", "H", "H", "H", "H", "H", "H", "H", "H", "H", "H", "H", "H", "H", "H", "H", "H", "H", "H"],
  "positions_angstrom": [[-0.486, 2.834, -3.988], [-0.760, 1.866, -2.809], [-2.627, 2.471, -1.898], [0.397, 1.907, -1.812], [2.350, 1.640, -2.708], [0.208, 0.999, -0.590], [0.987, 1.608, 0.434], [0.665, 1.065, 1.708], [-0.763, 2.018, 2.471], [-0.921, 1.659, 3.883], [1.965, 1.370, 2.661], [3.066, 2.036, 2.176], [1.980, 0.955, 3.955], [0.506, -0.414, 1.680], [-0.885, -0.897, 1.866], [-1.068, -2.414, 1.588], [-2.222, -2.826, 2.348], [-3.335, -2.803, 1.523], [-4.047, -3.687, 1.425], [1.081, -0.897, 0.511], [1.977, -1.816, 0.513], [2.433, -2.390, 1.654], [0.754, -0.374, -0.725], [-0.044, -1.309, -1.561], [0.585, -1.581, -2.930], [-1.345, -0.944, -1.654], [-0.153, 3.778, -3.558], [0.258, 2.428, -4.671], [-1.403, 2.951, -4.560], [-0.932, 0.891, -3.256], [0.420, 2.915, -1.403], [-0.833, 1.041, -0.257], [-1.970, 1.697, 1.797], [-0.518, 3.407, 2.386], [3.356, 1.560, 1.380], [2.713, 0.325, 4.027], [-1.600, -0.405, 1.197], [-1.227, -0.761, 2.889], [-0.225, -3.007, 1.941], [-1.320, -2.576, 0.538], [-3.508, -1.868, 0.957], [2.384, -2.117, -0.372], [1.806, -3.059, 1.978], [-0.028, -2.278, -1.057], [1.661, -1.650, -2.762], [0.404, -0.785, -3.645], [0.262, -2.563, -3.270]],
  "forces_ev_per_a": [[-0.518, -0.372, 0.643], [0.692, 0.441, -1.379], [0.291, -0.166, 0.105], [-0.789, -0.488, 0.115], [-0.266, 0.030, 0.221], [1.036, 1.228, 0.284], [-0.225, -0.875, -0.413], [0.730, 1.468, 0.701], [-0.767, -0.391, 1.253], [0.019, -0.432, 0.704], [0.305, 0.581, 0.723], [-0.114, -1.296, -0.480], [-0.440, -0.874, -0.553], [-0.062, 0.081, -0.033], [-0.395, -1.327, -0.454], [-0.890, 1.053, 0.833], [0.559, 0.089, -0.754], [1.972, 2.908, 0.249], [-2.852, -3.551, -0.082], [-1.045, 1.683, -0.459], [0.009, -0.972, 0.147], [0.487, -0.118, 0.150], [-1.452, -0.138, 0.384], [1.487, -1.536, -1.104], [0.033, 0.123, 0.721], [-0.343, 0.544, 0.240], [-0.036, 0.198, -0.386], [0.176, 0.023, 0.158], [0.017, 0.273, -0.001], [-0.156, -0.184, 0.418], [0.165, 0.020, 0.029], [-0.089, -0.398, -0.389], [0.437, 0.472, -0.697], [0.276, -0.281, -0.991], [0.053, 0.946, -0.324], [0.156, 0.517, 0.661], [0.158, 0.250, 0.039], [0.458, 0.370, 0.149], [-0.068, -0.142, -0.121], [0.595, -0.249, -0.087], [0.494, 0.209, 0.154], [0.259, -0.082, 0.256], [-0.059, 0.095, -0.256], [-0.002, 0.084, 0.229], [0.046, 0.084, -0.160], [-0.059, -0.111, -0.156], [-0.286, 0.214, -0.292]],
  "nbo_charge": [-0.635, -0.333, 0.124, -0.361, 0.147, 0.199, -0.531, -0.211, 1.475, -1.071, 1.140, -0.869, -0.871, -0.509, -0.270, -0.085, -0.524, 0.641, -0.461, 0.764, -0.194, -0.475, -0.511, 0.371, -0.646, -0.332, 0.218, 0.230, 0.236, 0.219, 0.261, 0.216, -0.068, -0.019, 0.497, 0.508, 0.194, 0.286, 0.179, 0.183, 0.102, 0.428, 0.500, 0.157, 0.222, 0.240, 0.242]
}